1.
Below is a molecular structure, C6H14O2, with properties calculated with ωB97M-V/def2-TZVPD.

```
22
Properties=species:S:1:pos:R:3
C -0.29357 1.19068 -0.41384
C 0.92013 -0.88762 0.56596
C -0.59281 0.27774 0.65833
C 0.69650 2.30318 -0.22942
C 0.76208 -2.21828 -0.13922
C -1.86392 -0.54503 0.57287
O -0.23070 0.68302 -1.69335
O 2.14945 -0.31867 0.17136
H -1.06616 0.22832 -1.88182
H 2.04911 0.03701 -0.72847
H -1.60270 1.81642 -0.23226
H 1.00411 -1.05350 1.64241
H -0.44033 0.70996 1.64400
H 1.62360 2.10832 -0.77530
H 1.63560 -2.86214 0.03341
H 0.29429 3.20512 -0.69837
H 0.94516 2.46952 0.81779
H -0.09540 -2.79156 0.21921
H 0.69196 -2.08172 -1.22390
H -1.80617 -1.43347 1.20391
H -2.71240 0.04260 0.93458
H -2.06782 -0.87991 -0.44788
```

## Properties
Multiplicity: 1
Energy relative to the best compared isomer or geometry (same formula, charge and spin) (kJ/mol): 311.4
Kohn-Sham gap (Ha): 0.3354
E_LUMO (eV): 0.8
Highest occupied orbital energy (eV): -8.34

Atomic partial charges in e from the Löwdin method, atoms 1 to 4: -0.5171, -0.3123, -0.2457, -0.0460


2.
Below is 2 unconnected molecules or ions with the total composition C2H4N2O2S, with properties calculated with ωB97M-V/def2-TZVPD.

```
11
Properties=species:S:1:pos:R:3
C -0.82173 -0.41860 -0.64635
C -1.29886 0.37131 0.55601
H 2.53119 -1.80890 -1.32835
H 0.92997 1.02893 -0.69813
H -2.35593 0.32337 0.67821
H 0.94939 1.14495 2.54188
N 0.38058 0.06593 -0.92038
N -0.78959 0.81019 1.61561
O -1.38393 -1.40526 -1.23856
O 0.70077 0.67303 1.64471
S 1.15812 -0.78496 -2.20465
```

## Properties
Multiplicity: 1
Energy relative to the best compared isomer or geometry (same formula, charge and spin) (kJ/mol): 539.2
Kohn-Sham gap (Ha): 0.3191
E_LUMO (eV): -0.9
Highest occupied orbital energy (eV): -9.55

Atomic partial charges in e from the Löwdin method, atoms 1 to 4: -0.5575, -0.1042, 0.0645, 0.1798


3.
Below is a single C9H11N3O molecule, with properties calculated with ωB97M-V/def2-TZVPD.

```
24
Properties=species:S:1:pos:R:3
O 4.00818 2.50609 1.73995
C 2.76576 2.65286 1.81046
N 2.29069 3.84731 2.23037
C 1.00616 3.78422 2.60285
C 0.08049 2.67672 2.18680
C 0.62917 1.67525 1.56357
N -0.12857 0.58169 1.34036
C -0.02282 -0.15820 0.16148
C -1.15487 -0.84951 -0.11573
C -1.03126 -1.89504 -1.10659
C 0.46557 -1.73960 -1.46076
C 0.97132 -0.49970 -0.80217
N 1.98821 1.61611 1.38807
H 0.66750 4.58396 3.19428
H -0.99558 2.63173 2.41195
H -0.97851 0.50480 1.87814
H -2.01878 -0.85388 0.50413
H -1.57628 -1.55731 -1.98539
H -1.27347 -2.83706 -0.79769
H 0.57259 -1.77694 -2.58491
H 0.97575 -2.67848 -0.94958
H 1.02249 0.26985 -1.49565
H 1.92348 -0.53472 -0.24940
H 2.51303 0.75011 1.23569
```

## Properties
Multiplicity: 1
Energy relative to the best compared isomer or geometry (same formula, charge and spin) (kJ/mol): 172.9
SMILES string: O=c1nccc(NC2=CCCC2)[nH]1
Kohn-Sham gap (Ha): 0.3096
E_LUMO (eV): 0.2
Highest occupied orbital energy (eV): -8.23

Atomic partial charges in e from the Löwdin method, atoms 1 to 4: 0.0095, -0.5616, 0.1359, -0.0359


4.
Below is 2 unconnected molecules or ions with the total composition C3H9NO3, with properties calculated with ωB97M-V/def2-TZVPD.

```
16
Properties=species:S:1:pos:R:3
C 1.50490 1.66304 2.14858
N 1.82882 0.70066 1.11594
C 0.80495 -0.20791 0.69329
C 0.85964 -0.48418 -0.78160
O 1.06662 0.32352 -1.64448
O 0.62581 -1.78802 -1.05577
H 0.92479 2.52270 1.76704
H 2.44941 2.05171 2.56223
H 0.93414 1.20513 2.95989
H 2.37217 1.09251 0.36585
H -0.19541 0.20508 0.88457
H 0.82704 -1.16222 1.21623
H 0.55554 -1.83464 -2.02102
O -4.58131 -1.72856 -2.67884
H -5.30882 -1.44401 -2.11583
H -4.66830 -1.11482 -3.41609
```

## Properties
Multiplicity: 1
Energy relative to the best compared isomer or geometry (same formula, charge and spin) (kJ/mol): 109.7
SMILES string: CNCC(=O)O.O
Kohn-Sham gap (Ha): 0.3477
E_LUMO (eV): 0.7
Highest occupied orbital energy (eV): -8.73

Atomic partial charges in e from the Löwdin method, atoms 1 to 4: -0.1318, -0.1242, -0.1637, -0.5154


5.
Below is a molecular structure, C33H25Cl2MnN6O2S, with properties calculated with ωB97M-V/def2-TZVPD.

```
70
Properties=species:S:1:pos:R:3
Mn -0.12087 -0.84889 0.44850
C -3.46586 -1.05778 -5.42573
C -2.78300 -0.46205 -4.22473
C -3.46173 0.34720 -3.31827
C -2.85333 0.76845 -2.15589
C -1.52497 0.44522 -1.81255
N -1.01247 0.74903 -0.56296
C -1.28311 1.99431 -0.05266
C -1.46554 3.13605 -0.85844
C -1.79293 4.37919 -0.33847
C -1.93315 4.57892 1.02925
C -2.24203 5.93230 1.61384
C -1.70762 3.47504 1.84819
C -1.38850 2.22507 1.34340
N -1.20988 1.14445 2.22714
C -2.07101 0.79653 3.21870
C -1.67772 -0.20221 4.10508
C -0.35173 -0.57318 4.15946
N -0.08956 0.31776 2.01048
C -0.83072 -0.30037 -2.78344
C -1.46920 -0.77356 -3.92495
N 0.56891 -0.62918 -2.66781
C 1.39442 -1.02087 -3.66918
C 2.62053 -1.29895 -3.11869
C 2.44866 -1.04173 -1.74504
N 1.22046 -0.63317 -1.49435
H -4.26138 -0.40358 -5.79071
H -3.91644 -2.02608 -5.19151
H -2.76400 -1.21869 -6.24688
H -4.49925 0.61026 -3.50316
H -3.41592 1.34938 -1.43544
H -1.37528 3.01616 -1.93118
H -1.93861 5.21328 -1.02005
H -2.93629 6.49194 0.98161
H -1.34370 6.54681 1.73126
H -2.69791 5.84004 2.60177
H -1.76639 3.57589 2.92791
H -3.04513 1.26627 3.21465
H -2.40876 -0.66900 4.75183
H 0.06129 -1.34676 4.78924
H -0.93820 -1.44904 -4.58186
H 1.06180 -1.05591 -4.68937
H 3.49804 -1.65640 -3.62816
H 3.13498 -1.15309 -0.92103
O -1.52330 -4.05292 -1.81575
C -0.73901 -3.36061 -1.15939
O -1.03259 -2.23889 -0.63171
C 0.70437 -3.86113 -1.03508
C 1.11987 -4.71009 -2.06217
C 2.39088 -5.25648 -2.11423
C 3.27410 -4.96550 -1.07782
C 2.87467 -4.14124 -0.04426
C 1.59759 -3.54667 0.01237
S 1.27674 -2.48412 1.38277
H 0.38768 -4.93518 -2.82732
H 2.68552 -5.89884 -2.93628
H 4.27842 -5.37801 -1.07841
H 3.56467 -3.90775 0.75902
Cl 2.47562 1.15729 1.01165
C 2.69501 1.09984 2.73412
C 3.95670 1.47865 3.15448
C 4.29570 1.54863 4.49784
C 3.29400 1.31354 5.41880
C 2.02121 0.95715 5.00493
Cl 0.81846 1.00138 6.29208
C 1.67402 0.70819 3.64783
N 0.50172 0.11819 3.27965
H 4.68219 1.71236 2.38716
H 5.29466 1.82112 4.80996
H 3.46418 1.44197 6.47993
```

## Properties
Multiplicity: 5
Charge: -2
Kohn-Sham gap (spin up / spin down) (Ha): 0.1677 / 0.1885
E_LUMO (spin up / spin down) (eV): 4.5 / 4.5
Highest occupied orbital energy (spin up / spin down) (eV): -0.06 / -0.65

Atomic partial charges in e from the Löwdin method, atoms 1 to 4: 0.4731, -0.0744, -0.2974, -0.0647


Number 1: F_max 6.263 eV/Å. Number 2: F_max 5.658 eV/Å. Number 3: F_max 6.481 eV/Å. Number 4: F_max 0.695 eV/Å. Number 5: F_max 0.516 eV/Å.